[1]
ORCA calculation (ωB97M-V/def2-TZVPD) on C34H29F6MnN2O4PS2 as an isolated structure in a non-equilibrium geometry.

Geometry (Å):
Mn 1.2540 -0.7217 0.6604
S 0.0256 -2.5672 -0.6246
C 1.7004 -2.9916 -0.6981
C 2.2835 -4.1573 -1.2070
C 3.6375 -4.3366 -1.0415
C 4.4073 -3.3748 -0.3698
C 3.7841 -2.2457 0.0912
N 2.4699 -2.0669 -0.1343
H 1.6502 -4.8976 -1.6804
H 4.1092 -5.2398 -1.4155
H 5.4685 -3.5046 -0.2052
H 4.2925 -1.4533 0.6166
C -5.0028 -3.8084 3.8827
C -3.6919 -3.0882 3.6716
C -3.3562 -1.9713 4.4343
C -2.1395 -1.3260 4.2681
C -1.2505 -1.8077 3.3109
C -1.5571 -2.9201 2.5346
C -2.7767 -3.5489 2.7247
S 0.2322 -0.9273 3.0453
O 0.6277 -0.3478 4.2791
O -0.0238 0.0717 1.9303
O 1.2043 -1.8497 2.3735
H -5.7252 -3.1788 4.4019
H -4.8606 -4.7103 4.4831
H -5.4425 -4.1198 2.9337
H -4.0550 -1.6055 5.1799
H -1.8771 -0.4646 4.8714
H -0.8557 -3.2817 1.7930
H -3.0197 -4.4220 2.1255
N 0.7891 0.2802 -0.6993
P -0.3940 1.0396 -1.3693
C -0.1079 2.8158 -1.4888
C -0.3300 3.6318 -0.3793
C -0.0130 4.9806 -0.4269
C 0.5265 5.5269 -1.5875
C 0.7441 4.7238 -2.6976
C 0.4264 3.3721 -2.6496
C -0.5396 0.4620 -3.0745
C 0.5493 -0.2028 -3.6380
C 0.4949 -0.6310 -4.9588
C -0.6467 -0.4020 -5.7148
C -1.7372 0.2552 -5.1562
C -1.6834 0.6879 -3.8380
C -2.0410 0.8775 -0.6381
C -3.0042 1.8858 -0.7269
C -4.2759 1.6891 -0.1999
C -4.5904 0.4905 0.4280
C -3.6400 -0.5187 0.5201
C -2.3756 -0.3278 -0.0157
H -0.7436 3.2096 0.5312
H -0.1849 5.6060 0.4406
H 0.7738 6.5818 -1.6262
H 1.1652 5.1471 -3.6017
H 0.6026 2.7495 -3.5185
H 1.4236 -0.3911 -3.0291
H 1.3402 -1.1519 -5.3942
H -0.6903 -0.7399 -6.7436
H -2.6311 0.4248 -5.7451
H -2.5405 1.1888 -3.4026
H -2.7707 2.8288 -1.2074
H -5.0161 2.4778 -0.2728
H -5.5780 0.3440 0.8499
H -3.8763 -1.4548 1.0192
H -1.6394 -1.1111 0.0708
C 2.5071 2.5958 1.4379
C 3.3597 1.4036 1.0165
O 2.7317 0.1989 1.2577
C 4.6119 1.3335 1.9353
F 5.4959 0.4112 1.5019
F 5.2533 2.5021 2.0235
F 4.2582 0.9857 3.1724
C 3.8031 1.5728 -0.4652
F 4.8652 2.3873 -0.5785
F 4.1346 0.3996 -1.0175
F 2.8291 2.1099 -1.2033
H 2.4970 2.6778 2.5239
H 1.4965 2.4060 1.0939
H 2.8579 3.5334 1.0071

For the HOMO-LUMO gap (alpha / beta), the calculation gives 6.945 / 7.712 eV. As for the expectation value of S²: 3.831. Its spin multiplicity is 4.

Mulliken population analysis, charges in e, atoms 1 to 5: -0.98, -0.34, 1.08, -1.07, -0.19


[2]
ORCA calculation (ωB97M-V/def2-TZVPD) on a 3-piece molecular cluster, C3H13NO2S overall.

Geometry (Å):
N -0.7377 0.6873 -0.6571
C -0.0633 -0.5966 -0.7268
C -0.4908 -1.5282 0.4203
C 0.0143 -2.9667 0.2455
S -0.8674 -4.1297 1.3212
H -0.1582 1.4518 -0.3467
H -1.1075 0.9749 -1.5503
H 1.0303 -0.5810 -0.7452
H -0.4106 -1.0701 -1.6515
H -1.5782 -1.4803 0.4045
H -0.0116 -1.2095 1.3485
H -0.0700 -3.2914 -0.7921
H 1.0580 -3.0360 0.5266
H -0.1154 -4.0485 2.4263
O 0.4268 4.3165 1.8393
H 0.1379 4.5399 0.9477
H -0.0280 3.5176 2.1204
O 0.7397 2.9003 -2.0044
H 1.0373 2.0341 -1.7094
H 1.1945 3.5154 -1.4167

For the HOMO-LUMO gap, the calculation gives 9.326 eV.

natural (NBO) population analysis, charges in e, atoms 1 to 5: -0.84, -0.22, -0.41, -0.52, -0.04


The evaluated energy relative to the best compared isomer or geometry (same formula, charge and spin) for the records listed, in turn: 0.000 0.762 eV.
The evaluated energy for the records listed, in turn: -4611.51222 -725.49339 Eh.